Run A
ORCA calculation (the ωB97M-V functional and the def2-TZVPD basis) on a gas-phase ion, C7H13N4 (charge +1).

ORCA input file:
```
! wB97M-V def2-TZVPD RIJCOSX def2/J DEFGRID3
* xyz 1 1
C -1.63215 -1.62766 -0.69949
C 1.47439 -0.76934 0.08350
C -1.70586 -0.32908 1.28251
C -0.35240 -1.18024 -1.27381
C -0.16559 0.94407 -0.30318
C 2.73874 -1.20830 0.71809
C -0.09096 2.16521 -1.16429
N -2.19777 -1.29800 0.37877
N 0.81350 -1.50815 -0.70356
N 0.99100 0.50759 0.35751
N -1.33970 0.98759 0.62082
H -2.18028 -2.34865 -1.30244
H -2.50763 -0.11269 1.99596
H -0.83077 -0.70057 1.82771
H -0.34055 -1.13179 -2.35923
H 3.09799 -2.10821 0.22827
H 2.56514 -1.43675 1.77013
H 3.50147 -0.43549 0.66197
H 0.05739 3.07334 -0.57070
H -0.99762 2.28708 -1.75292
H 0.74539 2.07317 -1.85245
H 1.70032 1.17783 0.62401
H -2.14795 1.29469 0.06546
H -1.19612 1.68435 1.36738
*
```

The LUMO energy comes out at -3.872 eV. The value obtained for the orbital gap is 8.62 eV.

Here are the natural (NBO) charges for atoms 1 to 6, given in e: number 1, C, carries 0.115; number 2, C, carries 0.505; number 3, C, carries -0.081; number 4, C, carries 0.050; number 5, C, carries 0.195; number 6, C, carries -0.673


Run B
ORCA calculation (the ωB97M-V functional and the def2-TZVPD basis) on 2 unconnected molecules or ions with the total composition C7H13N4.

ORCA input file:
```
! wB97M-V def2-TZVPD RIJCOSX def2/J DEFGRID3
* xyz 1 1
C -2.57515 -0.79630 -0.30782
C -2.63832 0.44442 0.43287
C -1.46051 -1.52524 -0.25831
C -1.54974 0.98798 0.97645
C 2.73083 -0.21313 -0.01229
C -0.34259 -1.11172 0.64383
C 0.07858 1.01817 -1.49700
N 2.85370 -1.10621 -0.79575
N 3.11880 0.49033 0.99284
N 0.58199 1.09426 -0.16325
N -0.22515 0.38697 0.79464
H -3.42637 -1.09204 -0.89673
H -3.59266 0.93321 0.54228
H -1.34208 -2.45305 -0.79642
H -1.53382 1.94052 1.47690
H -0.53191 -1.51740 1.64375
H 0.61845 -1.48456 0.29517
H -0.94214 1.41580 -1.57480
H 0.73371 1.64229 -2.10350
H 0.07660 -0.00554 -1.90584
H 2.38801 -1.38158 -1.63893
H 4.08397 0.44022 1.31104
H 0.28297 0.54163 1.67327
H 2.61283 1.35096 1.16760
*
```

The LUMO energy (alpha / beta) comes out at -4.077 / -4.076 eV. The value obtained for the orbital gap (alpha / beta) is 7.74 / 7.74 eV.

Here are the natural (NBO) charges for atoms 1 to 6, given in e: number 1, C, carries -0.221; number 2, C, carries -0.200; number 3, C, carries -0.174; number 4, C, carries -0.054; number 5, C, carries 0.763; number 6, C, carries -0.281


Winner for stability: run A


Run A
ORCA calculation (the ωB97M-V functional and the def2-TZVPD basis) on C2H6BNO3 in the gas phase.

ORCA input file:
```
! wB97M-V def2-TZVPD RIJCOSX def2/J DEFGRID3
* xyz 0 1
B -1.34618 0.17719 0.07080
C 2.24967 -0.32344 0.14576
C 0.09982 0.71084 -0.52949
N 1.04881 -0.37357 -0.49338
O 2.89904 0.67727 0.40604
O -2.38235 0.98192 0.07983
O -1.34422 -1.13664 0.30014
H 2.61998 -1.32984 0.47711
H -0.15887 0.89744 -1.57704
H 0.65397 1.68243 -0.13948
H 0.56644 -1.25896 -0.41249
H -2.89431 0.94926 0.96869
H -2.01181 -1.65391 0.70351
*
```

The LUMO energy comes out at -0.060 eV. The value obtained for the orbital gap is 9.13 eV.

Here are the natural (NBO) charges for atoms 1 to 6, given in e: number 1, B, carries 1.103; number 2, C, carries 0.527; number 3, C, carries -0.575; number 4, N, carries -0.615; number 5, O, carries -0.620; number 6, O, carries -0.897


Run B
ORCA calculation (the ωB97M-V functional and the def2-TZVPD basis) on 2 unconnected molecules or ions with the total composition C2H6BNO3.

ORCA input file:
```
! wB97M-V def2-TZVPD RIJCOSX def2/J DEFGRID3
* xyz 0 1
B -1.17891 -0.30899 -0.03449
C 2.02387 -0.14827 -0.14942
C -0.15073 0.85983 -0.04412
N 1.18593 0.85466 -0.42707
O 1.70692 -1.26532 0.24125
O -2.41983 0.16857 -0.31824
O -1.10847 -1.60584 0.14973
H 3.13670 0.02048 -0.27362
H -0.68056 1.81872 -0.05420
H -0.30587 0.49915 1.76592
H 1.37003 1.81512 -0.83102
H -3.18384 -0.54762 -0.38440
H -0.39524 -2.16049 0.35966
*
```

The LUMO energy comes out at 0.094 eV. The value obtained for the orbital gap is 9.01 eV.

Here are the natural (NBO) charges for atoms 1 to 6, given in e: number 1, B, carries 1.019; number 2, C, carries 0.528; number 3, C, carries -0.320; number 4, N, carries -0.636; number 5, O, carries -0.602; number 6, O, carries -0.908


Winner for stability: run A


Run A
ORCA calculation (the ωB97M-V functional and the def2-TZVPD basis) on H2N2O3 in the gas phase.

ORCA input file:
```
! wB97M-V def2-TZVPD RIJCOSX def2/J DEFGRID3
* xyz 0 1
N 1.97795 -0.03622 0.31429
N 1.24404 -0.53702 -0.47095
O -1.74449 0.03099 0.47045
O 0.13889 -0.48894 -0.85590
O -0.92724 0.67582 -0.39137
H 1.76722 0.71920 0.90191
H -2.45637 -0.36384 0.03156
*
```

The LUMO energy (alpha / beta) comes out at -0.029 / -0.025 eV. The value obtained for the orbital gap (alpha / beta) is 9.21 / 9.21 eV.

Here are the natural (NBO) charges for atoms 1 to 6, given in e: number 1, N, carries -0.425; number 2, N, carries 0.294; number 3, O, carries -0.423; number 4, O, carries -0.093; number 5, O, carries -0.152; number 6, H, carries 0.343


Run B
ORCA calculation (the ωB97M-V functional and the def2-TZVPD basis) on H2N2O3 in the gas phase.

ORCA input file:
```
! wB97M-V def2-TZVPD RIJCOSX def2/J DEFGRID3
* xyz 0 1
N -0.25625 -0.45948 -0.17071
N 1.04313 0.12189 0.12877
O 1.93581 -0.64787 0.22686
O 1.07441 1.26918 -0.03874
O -1.42957 0.39858 0.17905
H -0.35779 -1.29613 0.31599
H -2.00973 0.61382 -0.64121
*
```

The LUMO energy comes out at 0.423 eV. The value obtained for the orbital gap is 11.81 eV.

Here are the natural (NBO) charges for atoms 1 to 6, given in e: number 1, N, carries -0.220; number 2, N, carries 0.639; number 3, O, carries -0.370; number 4, O, carries -0.334; number 5, O, carries -0.570; number 6, H, carries 0.361


Winner for stability: run B


Run A
ORCA calculation (the ωB97M-V functional and the def2-TZVPD basis) on 2 unconnected molecules or ions with the total composition CH3ClOSi.

ORCA input file:
```
! wB97M-V def2-TZVPD RIJCOSX def2/J DEFGRID3
* xyz 0 1
C -3.57128 -0.41629 0.05579
O -3.91642 0.30575 -0.74840
Si -0.76058 -1.36404 -0.29719
Cl -1.05011 0.31792 0.59653
H -1.29331 -1.15293 -1.73360
H -1.89490 -2.23070 0.14879
H 0.53814 -2.04912 -0.29276
*
```

The LUMO energy comes out at 0.829 eV. The value obtained for the orbital gap is 11.71 eV.

Here are the natural (NBO) charges for atoms 1 to 6, given in e: number 1, C, carries 0.489; number 2, O, carries -0.509; number 3, Si, carries 0.811; number 4, Cl, carries -0.328; number 5, H, carries -0.167; number 6, H, carries -0.154


Run B
ORCA calculation (the ωB97M-V functional and the def2-TZVPD basis) on CH3ClOSi in the gas phase.

ORCA input file:
```
! wB97M-V def2-TZVPD RIJCOSX def2/J DEFGRID3
* xyz 0 1
C 0.00057 1.25769 -0.15595
O -0.47545 0.18792 -0.22083
Si 0.03549 -1.86640 -0.38529
Cl -0.78575 2.80454 -0.35338
H 1.04954 1.36265 -0.10934
H 1.23581 -1.66407 0.67430
H -1.06021 -2.08234 0.55048
*
```

The LUMO energy comes out at -0.401 eV. The value obtained for the orbital gap is 7.44 eV.

Here are the natural (NBO) charges for atoms 1 to 6, given in e: number 1, C, carries 0.427; number 2, O, carries -0.516; number 3, Si, carries 0.439; number 4, Cl, carries -0.001; number 5, H, carries 0.159; number 6, H, carries -0.257


Winner for stability: run A


Run A
ORCA calculation (the ωB97M-V functional and the def2-TZVPD basis) on C4H8FNO in the gas phase.

ORCA input file:
```
! wB97M-V def2-TZVPD RIJCOSX def2/J DEFGRID3
* xyz 0 1
C -0.01636 -0.03168 0.13558
C 1.36263 0.50259 -0.17199
C -1.12272 0.94245 0.50457
C -1.14461 0.23343 -0.81781
H -0.73371 -1.88095 0.35572
H -0.03136 -1.28050 1.70752
H 1.90596 0.70729 0.77007
H 1.32125 1.41074 -0.77699
H 1.91332 -1.31098 -0.48515
H -1.80175 0.61751 1.25458
H -0.83400 1.95925 0.45811
H -0.90499 0.74652 -1.75346
N 0.04979 -1.38298 0.71066
O 2.08220 -0.45751 -0.93358
F -2.04564 -0.77517 -0.95783
*
```

The LUMO energy comes out at 0.951 eV. The value obtained for the orbital gap is 10.78 eV.

Here are the natural (NBO) charges for atoms 1 to 6, given in e: number 1, C, carries 0.034; number 2, C, carries -0.061; number 3, C, carries -0.471; number 4, C, carries 0.194; number 5, H, carries 0.378; number 6, H, carries 0.363


Run B
ORCA calculation (the ωB97M-V functional and the def2-TZVPD basis) on C4H8FNO in the gas phase.

ORCA input file:
```
! wB97M-V def2-TZVPD RIJCOSX def2/J DEFGRID3
* xyz 0 1
C -1.99912 -0.56595 -0.10230
C -0.51313 -0.95177 0.07250
C 0.43197 0.28475 0.00645
C 1.96384 -0.16629 -0.11421
H -2.49184 -1.41414 -0.35520
H -2.51739 -0.04970 0.80931
H -2.24575 0.11184 -0.94477
H -0.11878 -1.81735 -0.59494
H -0.40439 -1.24282 1.12407
H 2.45752 0.32152 -1.02460
H 2.34388 0.24939 0.78948
H 0.32012 3.11251 0.15206
N -0.06452 1.35537 0.19169
O 0.84770 2.36931 -0.07068
F 1.98990 -1.59667 0.06112
*
```

The LUMO energy comes out at 0.916 eV. The value obtained for the orbital gap is 10.73 eV.

Here are the natural (NBO) charges for atoms 1 to 6, given in e: number 1, C, carries -0.608; number 2, C, carries -0.443; number 3, C, carries 0.223; number 4, C, carries -0.017; number 5, H, carries 0.203; number 6, H, carries 0.214


Winner for stability: run A